{"formula": "C12H27F3NO10PV", "method": "ωB97M-V/def2-TZVPD", "elements": ["O", "V", "O", "C", "C", "O", "H", "H", "H", "H", "H", "C", "O", "O", "C", "F", "F", "F", "C", "C", "H", "H", "H", "H", "H", "H", "C", "C", "O", "N", "C", "H", "H", "H", "H", "H", "H", "H", "C", "O", "P", "O", "O", "C", "O", "C", "H", "H", "H", "H", "H", "H", "H", "H", "H"], "xyz": [[7.57582, 5.11686, -7.62005], [7.02328, 4.21353, -6.40908], [5.66876, 3.56948, -6.84145], [7.62737, 0.62582, -4.41912], [7.62115, 1.09778, -5.87522], [8.05411, 2.40139, -6.03842], [7.12028, -0.35054, -4.41759], [7.19858, 1.32010, -3.70332], [8.61773, 0.30472, -4.07171], [6.53801, 1.07946, -6.08885], [8.18825, 0.42978, -6.53665], [6.63978, 6.47087, -4.59941], [5.83228, 6.22940, -5.77714], [7.37542, 5.36173, -4.56148], [7.34381, 7.80082, -4.86151], [7.99756, 7.96792, -5.98605], [6.40335, 8.79960, -4.74480], [8.17426, 8.11182, -3.82738], [4.50422, 6.67472, -5.85236], [3.59431, 5.93824, -6.82910], [3.92242, 5.97591, -7.86371], [3.36892, 4.91688, -6.52037], [2.63092, 6.45183, -6.74786], [4.50515, 7.68299, -6.29360], [3.98564, 6.81327, -4.89805], [5.88284, 6.58307, -3.80880], [4.96600, -1.44874, -7.60041], [3.83805, -0.65580, -6.96416], [2.76724, -1.16245, -6.68859], [4.12906, 0.65444, -6.83832], [3.20066, 1.61310, -6.31590], [5.90607, -1.31176, -7.06418], [5.06536, -1.17468, -8.65049], [4.76287, -2.51808, -7.58349], [5.01621, 1.03623, -7.12568], [2.20259, 1.18639, -6.23969], [3.21138, 2.56196, -6.85507], [3.39821, 1.98219, -5.29892], [8.25286, 1.77312, -10.13372], [6.91782, 1.56870, -10.58602], [6.12985, 2.76571, -11.27363], [6.59721, 3.18737, -12.59165], [4.64710, 2.19893, -11.28213], [4.17361, 1.30026, -10.28884], [6.26445, 3.85742, -10.14437], [6.04069, 5.24007, -10.42583], [8.50683, 2.83451, -10.05558], [8.95941, 1.22998, -10.75370], [8.35437, 1.51843, -9.07444], [4.82413, 0.43581, -10.16196], [3.27329, 0.83405, -10.69882], [3.91482, 1.78736, -9.35129], [6.16099, 5.48947, -11.47845], [6.70480, 5.88843, -9.85487], [5.05483, 5.45132, -10.00214]], "molar_mass_g_mol": 484.26, "e_homo_ev": -6.201, "charge": -1}